Formula: C15H35N5O8Sr
Source: OMol25
Level of theory: ωB97M-V with the def2-TZVPD basis set

ORCA input file:
```
! RIJCOSX wB97M-V def2-TZVPD def2/J DEFGRID3
* xyz 0 1
Sr 0.730 0.418 0.454
O 2.365 1.105 -1.437
C 2.515 2.504 -1.423
C 1.328 3.364 -0.842
O 0.606 2.970 0.304
H 2.850 2.859 -2.409
H 3.339 2.667 -0.693
H 0.686 3.573 -1.728
H 1.706 4.386 -0.646
C -0.814 2.962 3.696
N 0.142 1.859 3.997
O 0.718 1.851 5.057
O 0.323 1.068 3.097
H -1.240 3.266 4.648
H -1.592 2.694 2.993
H -0.173 3.718 3.241
C -1.665 0.061 -2.243
O -0.715 0.233 -1.520
N -2.443 1.029 -2.761
C -3.640 0.671 -3.485
C -2.239 2.428 -2.473
H -1.953 -0.946 -2.585
H -4.589 0.983 -3.034
H -3.659 -0.379 -3.760
H -3.673 1.273 -4.402
H -2.400 3.075 -3.333
H -3.006 2.754 -1.751
H -1.292 2.593 -1.958
C 0.513 -3.329 -0.425
O 0.278 -2.223 0.034
N 1.010 -3.526 -1.661
C 1.127 -4.884 -2.214
C 1.483 -2.429 -2.484
H 0.237 -4.276 0.062
H 0.685 -5.607 -1.540
H 2.206 -5.048 -2.312
H 0.724 -4.899 -3.225
H 0.903 -2.329 -3.400
H 1.507 -1.473 -1.958
H 2.539 -2.566 -2.740
C -2.782 0.348 0.863
O -1.723 -0.072 1.277
N -3.952 -0.328 0.890
C -5.210 0.305 0.562
C -3.963 -1.700 1.359
H -2.931 1.341 0.411
H -5.117 1.382 0.438
H -5.933 0.133 1.361
H -5.591 -0.129 -0.366
H -2.991 -1.946 1.778
H -4.729 -1.855 2.120
H -4.158 -2.388 0.532
C 3.153 -1.331 2.285
O 2.120 -0.958 1.748
N 4.325 -0.720 2.116
C 5.525 -1.175 2.797
C 4.458 0.514 1.340
H 3.251 -2.177 2.981
H 5.780 -0.617 3.696
H 6.337 -1.385 2.103
H 5.308 -2.186 3.174
H 4.430 0.270 0.275
H 3.601 1.151 1.567
H 5.365 1.071 1.549
*
```

HOMO level	-5.21	eV
ΔE to the lowest compared entry with this formula, charge and spin	23.14	kcal/mol
E_tot	-1498.890550	Eh
Kohn-Sham gap	5.487	eV



Formula: C15H35N8O14
Source: OMol25
Level of theory: ωB97M-V with the def2-TZVPD basis set

ORCA input file:
```
! RIJCOSX wB97M-V def2-TZVPD def2/J DEFGRID3
* xyz 1 1
C -1.579 -2.424 1.148
C -0.855 -2.697 -0.152
O 0.564 -2.567 0.019
C 1.034 -1.286 -0.265
C 2.467 -1.164 0.227
O 2.693 0.135 0.794
C 3.366 1.052 0.026
N 2.494 2.200 -0.269
C 2.336 3.302 0.445
N 1.464 4.093 -0.174
C 1.044 3.494 -1.335
C 0.071 4.086 -2.284
C 1.694 2.283 -1.395
H -2.595 -2.780 1.082
H -1.030 -2.903 1.954
H -1.602 -1.358 1.365
H -1.180 -1.993 -0.919
H -1.037 -3.699 -0.521
H 0.455 -0.531 0.275
H 0.951 -1.048 -1.333
H 2.614 -1.888 1.021
H 3.192 -1.388 -0.552
H 4.235 1.422 0.567
H 3.714 0.667 -0.929
H 2.830 3.503 1.374
H 1.152 5.007 0.145
H 0.412 5.058 -2.628
H -0.040 3.465 -3.162
H -0.883 4.178 -1.781
H 1.637 1.514 -2.136
C 1.080 -0.358 3.350
N 0.065 0.076 4.349
O -0.746 0.912 3.997
O 0.118 -0.430 5.446
H 0.897 0.183 2.433
H 2.059 -0.130 3.758
H 0.972 -1.428 3.205
C -1.477 7.574 -0.855
N -0.849 6.459 -0.098
O -1.468 5.429 0.054
O 0.287 6.632 0.310
H -2.470 7.264 -1.157
H -1.514 8.434 -0.193
H -0.843 7.779 -1.712
C 2.323 -4.884 2.267
N 2.987 -4.101 3.347
O 2.896 -2.884 3.305
O 3.577 -4.717 4.199
H 1.859 -4.194 1.573
H 3.089 -5.476 1.776
H 1.587 -5.527 2.740
C -5.377 -2.114 -1.909
N -4.586 -2.635 -0.763
O -4.746 -2.107 0.319
O -3.823 -3.558 -0.972
H -5.978 -1.292 -1.555
H -4.671 -1.769 -2.657
H -5.973 -2.938 -2.291
C -6.207 2.738 -1.669
N -5.929 1.294 -1.895
O -4.780 0.912 -1.797
O -6.882 0.595 -2.162
H -5.272 3.233 -1.437
H -6.654 3.125 -2.579
H -6.908 2.805 -0.842
C 5.260 -4.431 -1.929
N 4.269 -4.963 -0.954
O 4.474 -6.055 -0.476
O 3.306 -4.264 -0.699
H 6.048 -5.165 -2.048
H 4.734 -4.257 -2.862
H 5.645 -3.501 -1.523
*
```

HOMO level	-11.94	eV
E_tot	-2083.147667	Eh
Kohn-Sham gap	8.575	eV



Calculated LUMO energy (eV), listed in the same order as above: 0.275, -3.366